[1]
Here is a gas-phase ion, C22H39BrN3O2S (charge +1) in a non-equilibrium geometry from OMol25. Energies are from ωB97M-V/def2-TZVPD.

frontier orbital gap: 6.928 eV
net charge: +1
SMILES: CCCCNc1c(CC=O)c([C@H](Br)CC)c(CCCCCCCCOC)n[n+]1S
HOMO level: -0.4142 hartree

Positions of all 68 atoms, in Å:
C 0.801 0.707 6.227
C 2.239 0.099 5.923
C 2.106 -0.831 4.664
C 1.735 -0.015 3.342
N 2.994 0.091 2.522
C 2.617 -0.071 1.168
C 2.329 1.083 0.283
C 2.388 2.517 0.828
C 0.917 2.958 1.214
O 0.009 2.330 0.755
C 2.006 0.710 -1.072
C 1.742 1.877 -2.069
Br -0.163 1.994 -2.617
C 2.725 1.834 -3.323
C 3.818 2.984 -3.120
C 1.930 -0.707 -1.495
C 1.540 -1.197 -2.920
C -0.037 -1.274 -3.035
C -0.622 -2.717 -2.900
C -2.160 -2.628 -3.273
C -2.961 -1.617 -2.384
C -3.187 -2.095 -0.902
C -4.686 -1.840 -0.467
C -5.046 -0.322 -0.391
O -6.460 -0.190 -0.614
C -6.891 1.140 -0.398
N 2.208 -1.665 -0.618
N 2.535 -1.291 0.594
S 2.932 -2.644 1.665
H 0.596 0.755 7.315
H 0.764 1.714 5.737
H 0.052 0.054 5.725
H 2.550 -0.548 6.777
H 3.017 0.882 5.762
H 1.331 -1.613 4.816
H 3.099 -1.319 4.501
H 1.304 0.985 3.580
H 0.980 -0.643 2.813
H 3.446 0.995 2.659
H 2.751 3.252 0.076
H 3.038 2.623 1.733
H 0.768 3.834 1.900
H 1.948 2.860 -1.590
H 2.189 2.095 -4.265
H 3.299 0.888 -3.382
H 4.783 2.558 -3.500
H 3.993 3.195 -2.035
H 3.601 3.893 -3.716
H 1.920 -2.249 -3.006
H 2.041 -0.620 -3.721
H -0.322 -0.836 -4.018
H -0.445 -0.687 -2.177
H -0.461 -3.178 -1.894
H -0.121 -3.410 -3.627
H -2.668 -3.617 -3.218
H -2.202 -2.236 -4.324
H -2.554 -0.580 -2.384
H -3.983 -1.537 -2.844
H -3.035 -3.202 -0.823
H -2.564 -1.559 -0.147
H -4.885 -2.261 0.552
H -5.417 -2.310 -1.168
H -4.857 0.106 0.634
H -4.521 0.306 -1.153
H -6.152 1.907 -0.752
H -7.080 1.375 0.687
H -7.852 1.348 -0.925
H 4.289 -2.442 1.814

[2]
Here is 4 unconnected molecules or ions with the total composition C2H14NO3 in a non-equilibrium geometry from OMol25. Energies are from ωB97M-V/def2-TZVPD.

frontier orbital gap (alpha / beta): 3.700 / 11.569 eV
net charge: 0
HOMO level (alpha / beta): -0.1149 / -0.4109 hartree
spin multiplicity: 2

Positions of all 20 atoms, in Å:
C -0.299 -1.580 0.898
C 0.825 -0.554 0.999
N 0.417 0.781 0.422
H 0.135 -2.505 1.282
H -1.163 -1.232 1.447
H -0.601 -1.800 -0.123
H 1.264 -0.374 1.978
H 1.704 -0.891 0.445
H 1.330 1.299 0.246
H -0.124 1.318 1.116
H 0.163 0.647 -0.585
H -0.519 1.618 -3.623
H -1.069 3.050 -3.392
O -0.525 2.363 -3.043
H -1.096 1.094 3.765
H -2.073 0.025 3.460
O -1.538 0.683 3.033
H 1.349 -1.809 -3.304
H 0.668 -0.658 -2.606
O 1.150 -1.475 -2.414

[3]
Here is a molecular structure, C5H15O6Si2 in a non-equilibrium geometry from OMol25. Energies are from ωB97M-V/def2-TZVPD.

frontier orbital gap: 5.951 eV
net charge: -1
HOMO level: -0.1228 hartree

Positions of all 28 atoms, in Å:
C 2.844 -1.588 -0.293
C 1.616 -0.638 -0.808
O 1.285 0.441 0.115
C 0.863 1.631 -0.601
C -0.685 1.538 -1.157
O -1.556 1.797 -0.015
Si -3.020 0.854 -0.086
O -2.726 -0.846 0.141
Si -3.590 -1.840 -0.995
H 3.084 -1.343 0.807
H 3.783 -1.466 -0.978
H 2.488 -2.687 -0.418
H 1.952 -0.205 -1.831
H 0.679 -1.322 -0.961
H 1.547 1.893 -1.519
H 0.974 2.521 0.129
H -0.869 0.529 -1.690
H -0.757 2.357 -1.993
H -3.830 1.177 -1.270
H -3.833 1.294 1.074
H -2.688 -2.275 -2.059
H -4.758 -1.210 -1.604
H -4.016 -3.059 -0.283
C 2.270 0.707 2.925
O 2.621 1.565 3.781
O 1.983 -0.477 3.511
O 2.152 0.780 1.678
H 2.188 -0.123 4.399

What did the second record say?
Here is 4 unconnected molecules or ions with the total composition C2H14NO3 in a non-equilibrium geometry from OMol25. Energies are from ωB97M-V/def2-TZVPD.

frontier orbital gap (alpha / beta): 3.700 / 11.569 eV
net charge: 0
HOMO level (alpha / beta): -0.1149 / -0.4109 hartree
spin multiplicity: 2

Positions of all 20 atoms, in Å:
C -0.299 -1.580 0.898
C 0.825 -0.554 0.999
N 0.417 0.781 0.422
H 0.135 -2.505 1.282
H -1.163 -1.232 1.447
H -0.601 -1.800 -0.123
H 1.264 -0.374 1.978
H 1.704 -0.891 0.445
H 1.330 1.299 0.246
H -0.124 1.318 1.116
H 0.163 0.647 -0.585
H -0.519 1.618 -3.623
H -1.069 3.050 -3.392
O -0.525 2.363 -3.043
H -1.096 1.094 3.765
H -2.073 0.025 3.460
O -1.538 0.683 3.033
H 1.349 -1.809 -3.304
H 0.668 -0.658 -2.606
O 1.150 -1.475 -2.414